{"formula": "C8H11N3O2", "method": "wB97M-V/def2-TZVPD", "elements": ["C", "C", "C", "C", "C", "C", "C", "C", "N", "N", "N", "O", "O", "H", "H", "H", "H", "H", "H", "H", "H", "H", "H", "H"], "coordinates": [[0.76, 0.58, 0.67], [0.14, 1.67, 0.79], [-1.78, 0.14, 0.33], [-0.07, -1.40, -0.19], [-0.97, 3.72, 1.19], [-0.24, -3.98, -1.99], [1.19, 3.35, 2.07], [0.64, -2.72, -2.06], [0.94, -0.63, 0.50], [-1.34, -0.99, 0.18], [0.05, 2.87, 1.31], [-2.53, 0.94, 0.69], [0.03, -1.47, -1.58], [0.10, -2.42, 0.20], [-0.83, 4.50, 1.87], [-1.78, 3.64, 0.53], [-0.33, -4.45, -1.05], [-1.05, -3.62, -2.56], [0.20, -4.75, -2.77], [1.10, 2.96, 3.12], [2.10, 3.00, 1.65], [1.21, 4.49, 1.96], [0.72, -2.65, -3.13], [1.73, -2.80, -1.71]], "lowdin_charge": [-0.1209, -0.0519, -0.3330, -0.4855, 0.0930, -0.0738, -0.0152, -0.2387, 0.1184, 0.2008, -0.2197, 0.1478, -0.0770, 0.1442, 0.0505, 0.0779, 0.0435, 0.0586, 0.1165, 0.1243, 0.0840, 0.1232, 0.0945, 0.1385], "homo_energy_ev": [-7.509, -7.513], "de_lowest_kcal_mol": 89.6, "charge": 0, "e_tot_ha": -625.973553}